1.
DFT (ωB97M-V/def2-TZVPD) results for a cluster of 2 separate species, C22H36B2ClFN4O7S2 in total in a non-equilibrium geometry.

Results
Frontier orbital gap (eV): 5.43
DFT total energy (a.u.): -3011.38271
E_LUMO (eV): -0.73

The geometry in ORCA input format:
```
! RIJCOSX wB97M-V def2-TZVPD def2/J DEFGRID3
* xyz 0 1
C 1.961 3.922 0.563
C 1.530 2.804 0.639
N 1.072 1.431 0.728
C 2.044 0.907 1.778
C 3.488 0.583 1.361
O 4.249 1.589 0.731
C 4.294 0.113 2.635
N 3.725 -1.098 3.253
C -0.410 1.501 1.138
Cl -0.509 1.238 3.019
C -1.135 2.902 1.270
C -1.535 3.751 0.046
C -1.224 0.208 0.551
C -1.775 -0.806 1.648
S -2.756 -2.196 0.879
C -1.946 -3.796 1.267
C -1.911 -4.631 -0.083
B -2.664 0.512 -0.188
O -3.642 1.318 0.425
N -3.106 -0.051 -1.475
C -4.574 -0.398 -1.372
C -3.075 0.980 -2.563
C -0.045 -0.359 -0.374
F -0.389 -0.610 -1.746
B 0.496 -1.863 -0.002
O 0.421 -2.892 -0.945
O 1.005 -2.215 1.268
C 1.047 0.785 -0.633
S 0.066 1.744 -1.960
C 2.311 0.598 -1.502
C 2.948 1.780 -2.061
C 4.071 1.719 -2.896
C 4.683 0.478 -3.254
C 4.113 -0.685 -2.700
C 2.965 -0.596 -1.849
H 2.500 4.779 0.156
H 2.137 1.718 2.533
H 1.703 -0.043 2.249
H 3.468 -0.331 0.706
H 5.169 1.297 0.662
H 4.376 0.984 3.325
H 5.338 -0.107 2.301
H 4.337 -1.903 3.134
H 3.688 -0.907 4.254
H -0.640 3.581 2.001
H -2.076 2.668 1.813
H -1.983 3.238 -0.821
H -2.228 4.556 0.376
H -0.635 4.289 -0.340
H -2.548 -0.326 2.285
H -1.000 -1.298 2.258
H -2.560 -4.397 1.969
H -0.919 -3.680 1.680
H -2.885 -5.149 -0.215
H -1.834 -3.899 -0.910
H -1.058 -5.339 -0.108
H -3.592 1.265 1.391
H -5.214 0.503 -1.552
H -4.830 -1.101 -2.195
H -4.859 -0.777 -0.375
H -3.937 0.857 -3.257
H -2.178 0.780 -3.195
H -3.119 2.026 -2.189
H 1.295 -3.116 -1.292
H 1.976 -2.156 1.223
H 0.422 3.052 -1.777
H 2.583 2.797 -1.848
H 4.504 2.659 -3.286
H 5.566 0.418 -3.912
H 4.538 -1.674 -2.940
H 2.594 -1.552 -1.455
N -5.974 -3.076 -0.053
O -7.129 -2.876 -0.461
O -5.655 -2.765 1.117
O -5.116 -3.585 -0.811
*
```



2.
DFT (ωB97M-V/def2-TZVPD) results for a structure of composition BrCoH10O5 in a non-equilibrium geometry.

Results
Frontier orbital gap (alpha / beta) (eV): 11.27 / 5.65
DFT total energy (a.u.): -4338.33143
E_LUMO (alpha / beta) (eV): -7.22 / -11.89

The geometry in ORCA input format:
```
! RIJCOSX wB97M-V def2-TZVPD def2/J DEFGRID3
* xyz 2 5
Co -0.011 0.185 -0.290
Br 0.118 1.177 -2.847
O -0.161 -1.732 -1.093
H -0.698 -1.915 -1.864
H 0.372 -2.519 -0.980
O 0.336 2.091 0.446
H 0.097 2.971 0.156
H 1.220 2.188 0.803
O 1.974 -0.174 0.009
H 2.373 -0.786 -0.609
H 2.694 0.093 0.582
O -0.251 -0.681 1.693
H -1.098 -0.795 2.122
H 0.372 -1.124 2.269
O -2.055 0.340 -0.154
H -2.652 1.064 -0.343
H -2.629 -0.383 0.102
*
```



3.
DFT (ωB97M-V/def2-TZVPD) results for the molecule C9H8N2 in a non-equilibrium geometry.

Results
Frontier orbital gap (eV): 8.08
DFT total energy (a.u.): -457.22675
E_LUMO (eV): 0.34
Energy above the lowest of the compared OMol25 structures with the same formula, charge and spin (kJ/mol): 136.3

The geometry in ORCA input format:
```
! RIJCOSX wB97M-V def2-TZVPD def2/J DEFGRID3
* xyz 0 1
C -2.182 -0.159 0.009
C -1.182 -1.140 0.084
C 0.251 -0.527 0.224
C 1.342 -1.383 0.124
C 2.600 -0.922 -0.069
C 2.791 0.467 -0.164
C 1.779 1.354 0.054
C 0.512 0.850 0.302
C -0.687 1.618 0.107
H -4.025 0.446 -0.299
H -4.031 -1.009 0.463
H -1.308 -2.161 -0.381
H 1.059 -2.443 0.069
H 3.379 -1.725 -0.142
H 3.838 0.853 -0.169
H 1.833 2.439 -0.159
H -0.577 2.702 0.141
N -3.456 -0.438 -0.086
N -1.936 1.178 -0.107
*
```



4.
DFT (ωB97M-V/def2-TZVPD) results for a cluster of 4 separate species, C4H18NO3 in total in a non-equilibrium geometry.

Results
Frontier orbital gap (eV): 11.02
DFT total energy (a.u.): -443.41883
E_LUMO (eV): -2.65
Energy above the lowest of the compared OMol25 structures with the same formula, charge and spin (kJ/mol): 127.8

The geometry in ORCA input format:
```
! RIJCOSX wB97M-V def2-TZVPD def2/J DEFGRID3
* xyz 1 1
C -1.443 -0.420 -2.590
C -1.702 -0.193 -1.147
N -0.280 0.106 -0.456
C -0.044 -0.941 0.624
C -2.478 1.081 -0.848
H -1.510 0.499 -3.175
H -2.196 -1.135 -2.957
H -0.553 -0.924 -2.973
H -2.155 -0.963 -0.538
H 0.551 0.036 -1.052
H -0.310 1.032 -0.025
H 1.025 -0.878 0.821
H -0.449 -0.518 1.547
H -0.509 -1.880 0.379
H -1.930 1.995 -1.075
H -2.726 1.066 0.219
H -3.441 1.202 -1.346
H -2.630 -1.617 5.956
H -2.010 -0.674 6.747
O -2.499 -0.649 5.921
H 4.973 1.270 -0.078
H 5.289 0.732 -1.491
O 4.731 1.346 -0.998
H 2.824 -0.605 -2.095
H 3.006 0.388 -0.899
O 2.484 -0.342 -1.243
*
```



5.
DFT (ωB97M-V/def2-TZVPD) results for a structure of composition C16H26Cl3FHfNO11P2.

Results
Frontier orbital gap (eV): 9.05
DFT total energy (a.u.): -3719.03342
E_LUMO (eV): -2.12
Energy above the lowest of the compared OMol25 structures with the same formula, charge and spin (kJ/mol): 17.4

The geometry in ORCA input format:
```
! RIJCOSX wB97M-V def2-TZVPD def2/J DEFGRID3
* xyz 1 1
Hf -0.436 0.234 0.051
C 0.211 3.193 1.553
O -0.862 2.300 1.196
C -1.779 2.120 2.285
C -2.923 1.220 1.776
O -2.680 0.884 0.399
C -3.219 1.872 -0.507
C -2.518 1.683 -1.826
O -1.100 1.702 -1.583
C -0.457 2.952 -1.887
H 0.688 2.858 2.471
H 0.938 3.167 0.745
H -0.194 4.199 1.665
H -1.245 1.646 3.112
H -2.133 3.101 2.607
H -2.961 0.281 2.319
H -3.892 1.710 1.850
H -4.295 1.716 -0.598
H -3.027 2.867 -0.099
H -2.746 0.712 -2.261
H -2.787 2.470 -2.530
H -0.635 3.196 -2.933
H -0.838 3.747 -1.244
H 0.608 2.808 -1.727
N 3.265 -2.009 0.757
C 3.288 -0.501 0.612
C 4.752 -0.077 0.774
P 2.321 0.080 2.118
O 2.955 1.509 2.461
O 2.595 -0.962 3.128
O 0.891 0.419 1.738
P 2.716 -0.019 -1.090
O 2.434 -1.469 -1.725
O 3.726 0.751 -1.816
O 1.344 0.669 -0.873
H 3.977 -2.450 0.177
H 2.336 -2.380 0.505
H 3.411 -2.217 1.757
H 5.123 -0.368 1.760
H 4.845 0.999 0.655
H 5.372 -0.539 0.004
H 3.666 1.451 3.111
H 2.696 -1.502 -2.655
Cl -0.387 -2.841 3.920
C -0.423 -3.320 2.233
Cl -1.919 -4.175 1.844
Cl 0.959 -4.370 1.872
C -0.379 -2.050 1.373
O 0.508 -1.852 0.516
O -1.277 -1.180 1.543
F -2.689 -3.721 -4.434
C -2.237 -2.893 -3.476
C -1.225 -2.004 -3.785
C -0.769 -1.156 -2.784
C -1.290 -1.172 -1.480
C -2.319 -2.092 -1.239
C -2.802 -2.952 -2.219
H -0.818 -1.986 -4.787
H 0.017 -0.455 -3.049
H -2.782 -2.146 -0.260
H -3.599 -3.657 -2.023
*
```



6.
DFT (ωB97M-V/def2-TZVPD) results for a cluster of 8 separate species, C16H48N2O8 in total in a non-equilibrium geometry.

Results
Frontier orbital gap (eV): 9.43
DFT total energy (a.u.): -1349.55504
E_LUMO (eV): 0.27
Energy above the lowest of the compared OMol25 structures with the same formula, charge and spin (kJ/mol): 712.9

The geometry in ORCA input format:
```
! RIJCOSX wB97M-V def2-TZVPD def2/J DEFGRID3
* xyz 0 1
C 0.768 0.808 -3.733
O 2.084 1.382 -3.570
H 0.774 -0.163 -4.301
H -0.035 1.519 -3.988
H 0.504 0.613 -2.690
H 2.474 1.573 -4.423
C -3.585 -1.310 2.281
O -3.728 -2.617 1.698
H -4.116 -0.620 1.741
H -2.622 -0.903 2.373
H -3.976 -1.293 3.295
H -2.997 -2.916 1.157
C 0.106 4.324 2.529
O 1.133 3.395 2.935
H -0.089 5.059 3.297
H -0.746 3.714 2.459
H 0.265 4.694 1.546
H 0.633 2.602 3.253
C -1.181 1.334 3.325
O -2.366 1.795 2.857
N -0.783 1.613 4.558
N -0.338 0.574 2.679
H -1.460 2.196 5.081
H 0.086 1.229 4.971
H -0.589 0.271 1.741
H 0.579 0.298 3.035
C -3.210 -4.173 -1.130
C -1.840 -3.738 -1.466
C -1.761 -3.323 -2.959
O -1.300 -2.909 -0.704
H -3.867 -3.240 -1.192
H -3.157 -4.522 -0.046
H -3.649 -4.878 -1.864
H -1.166 -4.686 -1.407
H -2.206 -2.343 -3.088
H -2.275 -4.070 -3.582
H -0.771 -3.194 -3.226
H -1.047 -3.415 0.070
C 2.038 -1.642 0.733
C 2.189 -2.587 -0.425
C 1.749 -2.020 -1.676
O 3.325 -3.067 -0.519
H 2.518 -1.985 1.601
H 1.005 -1.286 0.908
H 2.790 -0.825 0.583
H 1.471 -3.377 -0.164
H 0.877 -1.431 -1.472
H 1.500 -2.709 -2.496
H 2.404 -1.253 -2.145
H 4.092 -2.427 -0.498
C 3.723 3.809 0.776
C 3.669 2.468 -0.038
C 2.384 1.714 0.197
O 3.717 2.700 -1.228
H 4.018 3.685 1.862
H 2.770 4.400 0.865
H 4.536 4.465 0.382
H 4.477 1.834 0.149
H 1.610 2.470 0.221
H 2.292 1.171 1.178
H 2.277 1.002 -0.614
H 3.749 1.850 -1.730
C -1.107 1.942 -0.483
C -1.736 0.605 -0.404
C -2.219 -0.053 -1.712
O -1.039 -0.255 0.170
H -0.913 2.461 0.497
H -1.707 2.652 -0.961
H -0.253 1.846 -1.067
H -2.546 0.678 0.317
H -2.870 -0.902 -1.437
H -1.387 -0.201 -2.365
H -2.805 0.722 -2.189
H -1.124 -1.135 -0.355
*
```



Repeat the third record exactly.
DFT (ωB97M-V/def2-TZVPD) results for the molecule C9H8N2 in a non-equilibrium geometry.

Results
Frontier orbital gap (eV): 8.08
DFT total energy (a.u.): -457.22675
E_LUMO (eV): 0.34
Energy above the lowest of the compared OMol25 structures with the same formula, charge and spin (kJ/mol): 136.3

The geometry in ORCA input format:
```
! RIJCOSX wB97M-V def2-TZVPD def2/J DEFGRID3
* xyz 0 1
C -2.182 -0.159 0.009
C -1.182 -1.140 0.084
C 0.251 -0.527 0.224
C 1.342 -1.383 0.124
C 2.600 -0.922 -0.069
C 2.791 0.467 -0.164
C 1.779 1.354 0.054
C 0.512 0.850 0.302
C -0.687 1.618 0.107
H -4.025 0.446 -0.299
H -4.031 -1.009 0.463
H -1.308 -2.161 -0.381
H 1.059 -2.443 0.069
H 3.379 -1.725 -0.142
H 3.838 0.853 -0.169
H 1.833 2.439 -0.159
H -0.577 2.702 0.141
N -3.456 -0.438 -0.086
N -1.936 1.178 -0.107
*
```



Look up the DFT total energy of the second one. -4338.33143 a.u.



Number 1 is which compound? C22H36B2ClFN4O7S2